DFT (wB97M-V/def2-TZVPD) results for C10H5BrHoNO5 as an isolated structure in a non-equilibrium geometry.

Each line ends with the Löwdin charge.
Atoms and positions in Å:
1 O -0.034 3.898 -0.377  0.18
2 C -0.022 2.755 -0.264  0.01
3 Ho 0.015 0.185 0.230  1.18
4 C 0.014 -2.079 -0.332  -0.17
5 O 0.015 -3.226 -0.486  0.18
6 C -0.051 -0.537 -2.126  -0.33
7 O -0.078 -0.937 -3.235  0.16
8 C 2.291 -0.022 -0.542  0.03
9 O 3.395 -0.135 -0.846  0.23
10 C -2.251 -0.041 -0.559  0.03
11 O -3.366 -0.178 -0.827  0.23
12 H 0.070 0.637 -1.780  -0.01
13 Br -0.228 -2.931 5.526  0.86
14 C -0.088 -1.273 4.608  -0.62
15 C 0.009 -0.088 5.333  -0.03
16 C 0.104 1.107 4.623  0.00
17 C 0.096 1.093 3.228  -0.12
18 N 0.004 -0.069 2.528  -0.16
19 C -0.087 -1.257 3.208  -0.13
20 H 0.008 -0.109 6.414  0.13
21 H 0.183 2.059 5.133  0.13
22 H 0.166 2.024 2.648  0.10
23 H -0.157 -2.171 2.623  0.11

Properties
- charge = +2
- relative energy (zero: lowest compared OMol25 entry of this formula, charge and spin) (eV) = 0.000
- Kohn-Sham gap (alpha / beta) (eV) = 5.89 / 6.08
- molar mass (g/mol) = 464.0
- total energy (Ha) = -4336.4099
- spin multiplicity = 5
- highest occupied orbital energy (alpha / beta) (eV) = -15.73 / -15.82